{
  "formula": "C3AlF9O9S3",
  "method": "ωB97M-V/def2-TZVPD",
  "symbols": ["Al", "C", "F", "F", "F", "S", "O", "O", "O", "C", "F", "F", "F", "S", "O", "O", "O", "C", "F", "F", "F", "S", "O", "O", "O"],
  "xyz": [[-2.708, 1.635, 0.977], [-1.444, -3.034, 3.420], [-2.654, -3.494, 3.340], [-1.443, -2.059, 4.379], [-0.609, -3.981, 3.954], [-0.917, -2.258, 1.666], [0.540, -2.058, 1.622], [-1.276, -3.317, 0.626], [-1.730, -1.065, 1.481], [2.314, 3.881, 0.086], [2.708, 4.152, 1.340], [1.582, 4.862, -0.387], [3.366, 3.749, -0.757], [1.360, 2.191, -0.171], [1.271, 1.980, -1.591], [2.184, 1.119, 0.496], [-0.044, 2.291, 0.358], [-0.108, -0.264, -3.516], [-0.807, 0.916, -3.679], [-0.555, -1.118, -4.477], [1.123, 0.009, -3.677], [-0.465, -0.927, -1.655], [-1.459, 0.066, -1.098], [-1.061, -2.273, -1.741], [0.831, -1.003, -0.997]],
  "largest_force_ev_per_a": 5.192,
  "charge": -1,
  "homo_energy_ev": [-6.45, -6.19],
  "e_tot_ha": -3127.22452,
  "spin_multiplicity": 2,
  "lumo_energy_ha": [0.05143, -0.06182]
}